1.
This record from OMol25 describes a structure of composition C37H35OP2Tb. The level of theory is ωB97M-V/def2-TZVPD.

As for the LUMO energy (spin up / spin down): -6.3628 / -5.9241 eV. Its strongest force on any atom is 4.29 eV/Å. The value obtained for the total energy is -3012.72684 Ha. As for the charge: +2. The multiplicity is 7. The value obtained for the energy above the lowest of the compared OMol25 structures with the same formula, charge and spin is 16.6 kcal per mole. Its expectation value of S² is 12.825. The orbital gap (spin up / spin down) is 7.8179 / 8.2126 eV.

Last column: Löwdin spin population.
CARTESIAN COORDINATES (ANGSTROEM)
H: 5.0195 2.8340 -2.0457  0.000
H: -0.9898 -0.6960 -5.0477  0.000
C: -2.2038 -5.0978 0.7485  0.000
Tb: -0.0030 0.0138 2.0867  6.112
H: -2.1937 5.7841 2.0139  0.000
H: 1.1024 4.2901 4.3477  0.000
C: 0.4914 -0.7133 -3.4772  0.000
C: -0.2446 3.0554 1.4742  -0.005
C: 2.3732 -2.5315 1.6800  -0.005
C: -3.2956 -4.7023 1.5271  0.000
H: 3.1262 4.4313 -2.2492  0.000
C: 2.0050 -3.3590 -0.5586  0.000
H: 0.0003 1.0409 5.7004  0.000
H: 4.7264 0.7182 -0.7674  0.000
H: 0.9420 3.9107 -1.2014  0.000
H: -2.1376 -6.1183 0.3781  0.000
H: -2.3805 -1.4669 2.1199  -0.006
C: 1.5976 -2.5827 0.5177  0.001
C: -1.2681 -2.8857 0.9327  0.002
H: -0.3411 -4.5014 -0.1484  0.000
C: -3.5375 1.8881 -2.5373  0.000
C: -0.0002 0.0003 5.3288  -0.001
H: 4.1634 -3.2220 2.6603  0.000
C: 3.5647 -3.2627 1.7530  -0.001
H: 4.9087 -4.5983 0.7234  0.000
C: -1.2529 3.9980 1.2704  0.001
H: 2.5252 0.1970 0.2808  -0.001
P: 0.0147 1.6650 0.3079  -0.022
H: 3.5163 -4.6878 -1.3362  0.000
C: 2.6561 1.1129 -0.3031  -0.001
H: -4.3955 1.9613 -3.2046  0.000
H: -0.6943 5.9753 3.9867  0.000
C: 0.7375 -0.9511 -2.1278  0.000
C: -3.3683 -3.3996 2.0131  -0.001
C: -1.1895 -4.1831 0.4505  0.000
C: -0.2929 -1.3681 -1.2913  0.000
H: 1.4024 2.4279 2.7356  -0.003
H: -0.0586 0.1312 -7.1210  0.000
H: -2.1138 2.4638 -4.0519  0.000
H: -4.2076 -3.0889 2.6318  0.000
H: -0.9011 -0.5200 5.7012  -0.001
H: -0.1612 2.2969 -2.5441  0.000
H: -2.8399 -1.3938 -3.5382  0.000
C: -1.5798 -1.5173 -1.7985  0.000
C: -2.2587 2.1762 -3.0103  0.000
P: 0.0180 -1.7335 0.4164  -0.020
C: 0.6065 3.1650 2.5804  -0.006
C: 3.9789 -4.0346 0.6700  0.000
C: -1.8296 -1.2764 -3.1455  0.000
H: 1.3063 -0.3983 -4.1301  0.000
C: 4.0570 2.5969 -1.5951  0.000
C: -0.5648 5.1549 3.2818  0.000
C: 3.1991 -4.0850 -0.4880  0.000
C: -1.1528 2.0869 -2.1575  0.000
C: -1.4084 5.0466 2.1748  -0.001
C: -3.7137 1.4904 -1.2122  0.000
C: -2.6091 1.3910 -0.3652  -0.001
H: 0.6918 0.1293 -7.0702  0.000
H: -2.7366 1.0561 0.6674  -0.001
C: 2.9928 3.4933 -1.7136  0.000
C: 3.8932 1.4095 -0.8829  0.000
C: -2.3488 -2.4851 1.7208  -0.006
C: -1.3337 1.7108 -0.8340  0.001
H: 2.0435 -1.9262 2.5313  -0.005
H: -4.7077 1.2487 -0.8388  0.000
C: 1.7550 3.1917 -1.1308  0.000
C: 0.4415 4.2149 3.4852  -0.001
C: 1.5856 1.9927 -0.4515  0.000
O: 0.0006 -0.0010 3.9504  -0.027
H: 0.9011 -0.5201 5.7011  -0.001
H: -1.9176 3.9108 0.4145  0.000
H: 1.4112 -3.4021 -1.4690  0.000
H: 1.7472 -0.8215 -1.7415  0.000
H: -2.3931 -1.8321 -1.1464  0.000
C: -0.7947 -0.8814 -3.9929  0.000
H: -4.0821 -5.4171 1.7608  0.000

2.
This record from OMol25 describes a structure of composition C20H19ClFN4O4Pd. The level of theory is ωB97M-V/def2-TZVPD.

As for the LUMO energy: -3.4586 eV. Its strongest force on any atom is 0.90 eV/Å. The value obtained for the total energy is -1981.36048 Ha. As for the charge: +1. The value obtained for the energy above the lowest of the compared OMol25 structures with the same formula, charge and spin is 27.5 kcal per mole. The orbital gap is 8.1581 eV.

Last column: natural (NBO) charge in e.
CARTESIAN COORDINATES (ANGSTROEM)
C: -2.4758 -1.1142 0.2648  0.043
C: 2.4266 -0.5185 2.1319  -0.317
C: 6.9560 0.5488 0.2283  -0.224
H: -1.8585 -1.9898 0.1219  0.237
H: -0.3930 4.6624 -0.9712  0.417
C: 6.5345 0.1427 1.4689  0.010
C: 5.1747 -2.2198 4.7356  -0.622
O: -0.0057 2.2347 -0.9543  -0.744
H: 7.1113 -2.0615 2.9456  0.216
C: 7.0498 -1.1263 3.5098  -0.405
H: 5.9492 -2.5178 5.4415  0.238
H: 2.9182 3.4518 -1.1823  0.403
C: 3.3978 -0.7191 3.0913  0.177
N: 4.7052 -0.6043 2.8950  -0.310
H: 4.2549 -2.0948 5.3021  0.227
N: 0.5757 4.4070 -1.0253  -0.811
Pd: 0.1040 0.0908 -0.0584  1.087
H: 7.4566 0.9652 3.2041  0.228
O: 0.0111 -0.5599 1.8158  -0.714
C: -3.9505 1.1449 0.6260  -0.225
H: 2.4316 1.7900 -1.0932  0.424
C: -2.6122 1.1952 0.2859  0.053
C: 1.0068 -0.7043 2.6334  0.773
C: 6.0460 0.6451 -0.8250  0.407
C: 5.6323 -0.9519 4.0268  -0.026
H: 3.0557 -1.0090 4.0740  0.264
O: 0.8505 -0.9799 3.8058  -0.614
Cl: -4.5036 -2.7915 0.7832  0.068
C: 7.4752 0.0332 2.6300  -0.429
H: -4.5008 2.0637 0.7665  0.243
N: 2.1980 2.7679 -1.0387  -0.824
H: 7.7087 -1.2251 4.3718  0.239
H: 1.2670 5.1329 -1.0625  0.405
C: 4.7202 0.3771 -0.6661  -0.274
C: 0.8912 3.0948 -1.0068  0.799
H: 4.0417 0.4424 -1.5036  0.243
O: 2.0601 -0.0837 -0.1827  -0.699
H: 5.5989 -0.1057 4.7181  0.212
C: -3.8119 -1.2287 0.5993  -0.066
F: 6.5070 1.0231 -2.0233  -0.304
H: 8.4952 -0.1006 2.2722  0.238
C: 4.2571 -0.0139 0.6030  -0.058
C: 5.1701 -0.1740 1.6556  0.148
N: -1.9005 0.0807 0.1042  -0.419
H: -2.0793 2.1219 0.1372  0.238
C: 2.8373 -0.2026 0.8289  0.477
C: -4.5663 -0.0828 0.7909  -0.150
H: 5.0383 -3.0301 4.0179  0.224
H: -5.6092 -0.1594 1.0659  0.249
H: 7.9944 0.7974 0.0508  0.244

3.
This record from OMol25 describes a structure of composition C41H31F15GeN6S3SrTe. The level of theory is ωB97M-V/def2-TZVPD.

As for the LUMO energy: -0.3088 eV. Its strongest force on any atom is 1.35 eV/Å. The value obtained for the total energy is -6977.78711 Ha. As for the charge: 0. The value obtained for the energy above the lowest of the compared OMol25 structures with the same formula, charge and spin is 9.4 kcal per mole. The orbital gap is 6.6839 eV.

Last column: Löwdin charge in e.
CARTESIAN COORDINATES (ANGSTROEM)
C: -0.9822 0.0819 3.6056  -0.204
C: 3.3931 -8.1768 0.4602  -0.141
S: 2.9224 0.0098 0.2032  0.466
C: 0.1285 3.0928 -1.1175  -0.333
C: 2.6244 -7.1471 0.9645  -0.227
H: -5.1092 0.4636 -1.0458  -0.016
H: -0.5152 -3.1985 -1.6678  -0.029
C: 1.6511 -4.4055 4.0054  -0.226
C: 4.4094 2.2416 0.6998  -0.122
C: 4.1243 -3.2779 3.6165  -0.144
F: -4.5709 -6.5684 2.2819  0.146
F: -2.8763 -8.2668 1.0241  0.131
C: 0.3485 4.4881 -1.1256  -0.022
S: 0.8413 -2.8879 -0.0848  0.187
C: 1.0396 1.3313 3.2682  -0.165
C: -2.8855 -4.9408 2.4101  -0.138
C: 3.7436 4.5278 0.3424  -0.057
H: -3.9522 2.7707 3.1736  -0.009
F: 1.8929 -4.0896 6.3278  0.129
H: -3.5107 -1.0829 -3.6471  0.107
C: -0.6641 -3.6364 -3.6775  -0.052
C: -0.6754 -5.4096 1.4971  -0.120
F: -0.3825 -7.5409 0.5050  0.103
C: 2.3879 -3.9895 5.0979  -0.163
Sr: 0.1516 -0.2869 0.1576  0.833
H: -2.8545 -2.1829 -5.7585  0.115
F: -1.2116 -3.3463 2.5189  0.055
C: -1.2937 -3.3651 -4.8575  -0.051
C: 2.2059 2.6832 -0.1633  -0.235
N: -1.0594 -3.0274 -2.5434  0.029
F: 4.4304 -9.1566 -1.3995  0.146
F: 3.5236 -7.1724 -2.9986  0.128
H: -3.9850 1.8096 -1.3213  -0.023
H: 2.0238 -1.0036 2.6363  0.077
H: -0.9867 1.6507 -2.2748  0.079
H: 0.4585 2.2275 3.0354  0.133
C: -4.2799 2.7975 2.1354  -0.467
F: 4.3287 -2.9792 5.9303  0.144
N: 1.3490 -1.1322 4.6138  -0.074
N: -0.7405 0.0268 5.0415  -0.076
N: 1.3117 1.2959 4.7013  -0.077
H: 0.2662 -1.2073 6.4026  0.130
S: -2.4408 -1.4316 -0.9350  0.474
C: -1.1571 2.5446 -1.6691  -0.045
C: -2.3377 -2.4273 -4.8381  -0.046
C: 2.4953 4.0664 -0.1349  -0.166
F: 3.8203 -9.1593 1.2427  0.136
C: -1.5836 -4.5779 2.1326  -0.236
H: -1.8361 2.2727 -0.8553  0.029
C: 1.5169 4.9658 -0.6177  -0.003
H: 2.2882 0.0456 6.0694  0.130
C: -1.1610 -6.6538 1.1340  -0.209
F: 5.3206 -2.7375 3.4259  0.136
N: 0.2734 0.1428 2.8238  -0.165
H: 3.0248 0.1122 4.4535  0.135
F: 2.3064 -7.1999 2.2668  0.101
H: -0.9832 -3.8583 -5.7664  0.110
N: 0.9934 2.2305 -0.6315  0.052
C: -3.3274 -6.1972 2.0327  -0.135
F: 0.4560 -4.9538 4.2659  0.100
C: 2.0793 0.0803 4.9983  -0.150
C: 3.2404 -7.1604 -1.6993  -0.141
F: 2.0250 -5.2108 -2.0075  0.063
Ge: 1.1086 -4.6915 1.0667  0.707
H: 1.7232 6.0304 -0.5985  0.119
C: 3.2024 1.7323 0.2649  -0.664
F: 3.8739 -3.5743 1.3253  0.090
H: -1.6670 3.2727 -2.2990  0.083
F: -3.7097 -4.1008 3.0271  0.133
H: -5.5144 2.0951 -0.4542  0.003
H: 5.1718 1.5385 1.0111  0.097
C: -4.7079 1.3858 -0.6355  -0.464
H: -0.4111 5.1463 -1.5272  0.110
C: 1.0806 -1.0612 3.1851  -0.215
H: -1.5685 0.9759 3.3807  0.084
C: 3.3579 -3.7052 2.5487  -0.237
C: 3.7041 -8.1784 -0.8874  -0.135
C: -2.4596 -7.0595 1.3919  -0.143
C: 0.0362 1.2146 5.4167  -0.166
C: 2.4743 -6.1441 -1.1537  -0.213
H: 5.6439 3.9580 1.1063  0.104
H: -0.4824 -2.0566 5.0344  0.129
C: 0.0724 -1.1613 5.3293  -0.155
H: 0.5303 -1.9500 2.8618  0.086
Te: -3.8236 0.9205 1.2416  1.115
H: -1.5513 -0.7983 3.2931  0.117
C: 2.0989 -4.2640 2.7048  -0.143
H: -5.3560 2.9496 2.1012  -0.004
H: 0.2335 1.1810 6.4897  0.126
C: 4.6776 3.6213 0.7492  -0.083
C: -2.0541 -2.1097 -2.4621  -0.729
H: 1.9750 1.3592 2.7068  0.107
H: 3.9367 5.5938 0.3625  0.107
C: 3.6278 -3.4166 4.8987  -0.150
C: 2.1560 -6.0990 0.1914  -0.129
H: -3.7634 3.6027 1.6160  0.000
H: -0.5542 2.1070 5.1959  0.125
H: 0.1657 -4.3221 -3.5680  0.126
C: -2.7108 -1.8083 -3.6722  -0.080